No. 1
{
  "formula": "CO3S3",
  "method": "ωB97M-V with the def2-TZVPD basis set",
  "homo_lumo_gap_ev": 9.52,
  "lumo_ev": -0.80,
  "total_charge": 0,
  "relative_energy_kj_mol": 25.5,
  "smiles": "O=S(=O)=S.O=C=S",
  "elements": ["S", "S", "O", "S", "O", "C", "O"],
  "positions_angstrom": [[-0.310, 0.632, 1.339], [0.297, -1.757, -2.815], [0.233, 0.145, -0.921], [1.217, -0.171, 2.103], [-1.456, -0.174, 1.003], [0.392, -0.683, -1.744], [-0.372, 2.008, 1.035]]
}

***

No. 2
{
  "formula": "CaH10N3O14",
  "method": "ωB97M-V with the def2-TZVPD basis set",
  "homo_lumo_gap_ev": 7.02,
  "lumo_ev": 1.74,
  "total_charge": -1,
  "relative_energy_kj_mol": 32.2,
  "elements": ["H", "O", "H", "O", "O", "O", "H", "O", "O", "O", "H", "H", "O", "N", "H", "H", "Ca", "O", "O", "H", "O", "O", "O", "N", "H", "H", "O", "N"],
  "positions_angstrom": [[-1.428, 1.990, -1.895], [2.517, 1.942, -3.550], [1.188, 2.416, 1.590], [-1.491, 0.795, 1.716], [-1.136, -2.499, 3.234], [-1.787, -1.598, -0.292], [-2.479, 1.399, -0.980], [0.449, -1.224, 3.731], [0.825, 2.126, 0.753], [-2.269, -3.244, -1.470], [0.060, -1.587, -2.427], [-1.422, 1.590, 2.245], [-1.534, 1.523, -1.066], [2.418, 1.752, -2.341], [0.876, 2.899, 0.189], [2.731, 0.700, 0.845], [0.060, 0.048, 0.089], [0.174, -1.762, 1.743], [0.586, -1.587, -1.627], [3.035, -0.783, 0.858], [1.434, 1.151, -1.935], [2.349, -0.153, 0.639], [-3.795, -1.973, -0.812], [-0.181, -1.892, 2.908], [0.559, -2.494, -1.322], [-2.432, 0.635, 1.646], [3.335, 2.105, -1.582], [-2.641, -2.278, -0.885]]
}

***

No. 3
{
  "formula": "CaH12NO9",
  "method": "ωB97M-V with the def2-TZVPD basis set",
  "homo_lumo_gap_ev": 6.73,
  "lumo_ev": -3.93,
  "total_charge": 1,
  "relative_energy_kj_mol": 109.0,
  "elements": ["H", "O", "O", "H", "O", "H", "H", "H", "H", "H", "O", "O", "O", "H", "H", "H", "O", "N", "Ca", "O", "O", "H", "H"],
  "positions_angstrom": [[-1.182, 0.649, 2.323], [0.086, -0.717, -2.013], [-3.700, -1.336, -0.869], [3.011, 0.091, -0.841], [-0.295, 2.200, -1.114], [2.425, 1.189, -1.704], [2.203, 0.526, 2.728], [-1.002, 2.152, 2.293], [1.453, -2.630, -0.064], [-0.105, -0.380, -2.888], [-3.930, -0.160, 0.872], [0.642, -2.293, 0.317], [1.938, -0.007, 1.978], [0.246, -3.051, 0.748], [-0.317, -1.586, -1.997], [-1.036, 2.373, -1.695], [-1.967, -0.669, 0.022], [-3.152, -0.725, 0.021], [0.324, 0.116, 0.211], [2.255, 0.673, -0.915], [-0.740, 1.349, 1.843], [2.569, -0.727, 1.960], [0.274, 2.963, -1.217]]
}

***

No. 4
{
  "formula": "CaHg5O20P5",
  "method": "ωB97M-V with the def2-TZVPD basis set",
  "homo_lumo_gap_ev": 2.09,
  "lumo_ev": 2.06,
  "total_charge": -3,
  "elements": ["O", "O", "O", "O", "O", "O", "O", "O", "Hg", "O", "Hg", "Hg", "Hg", "O", "Hg", "O", "O", "P", "P", "O", "O", "O", "O", "P", "P", "O", "O", "O", "O", "P", "Ca"],
  "positions_angstrom": [[-9.231, 16.811, -21.476], [-6.957, 17.911, -21.426], [-8.120, 11.726, -22.409], [-9.991, 12.734, -20.971], [-9.429, 20.443, -21.217], [-4.449, 13.768, -21.522], [-9.149, 21.555, -23.389], [-9.163, 19.182, -23.546], [-9.466, 14.705, -20.610], [-4.819, 18.288, -19.401], [-9.837, 17.090, -23.631], [-9.372, 19.526, -19.165], [-5.812, 16.355, -19.032], [-2.420, 19.110, -19.316], [-6.113, 19.862, -20.507], [-7.132, 20.362, -22.409], [-8.979, 14.129, -22.767], [-3.804, 14.963, -20.834], [-9.339, 12.588, -22.444], [-4.568, 16.219, -21.452], [-8.060, 17.571, -19.192], [-2.345, 15.100, -21.218], [-3.974, 19.610, -17.319], [-7.971, 17.079, -20.644], [-8.667, 20.365, -22.589], [-7.368, 15.621, -20.487], [-4.061, 15.142, -19.273], [-10.359, 12.125, -23.441], [-4.581, 20.692, -19.237], [-3.801, 19.342, -18.845], [-6.322, 15.797, -22.610]]
}

***

No. 5
{
  "formula": "CaIO4P",
  "method": "ωB97M-V with the def2-TZVPD basis set",
  "homo_lumo_gap_ev": 2.35,
  "lumo_ev": 4.07,
  "total_charge": -2,
  "relative_energy_kj_mol": 327.5,
  "elements": ["O", "O", "I", "O", "O", "P", "Ca"],
  "positions_angstrom": [[0.801, 0.282, -0.090], [-1.678, 1.263, -0.007], [1.631, -3.486, 3.136], [-0.057, 2.398, -1.133], [-0.890, 0.326, -2.202], [-0.437, 0.910, -0.888], [0.630, -1.693, 1.184]]
}

***

No. 6
{
  "formula": "CaO4P",
  "method": "ωB97M-V with the def2-TZVPD basis set",
  "homo_lumo_gap_ev": [7.00, 6.59],
  "lumo_ev": [-2.34, -2.33],
  "spin_multiplicity": 2,
  "total_charge": 0,
  "s2": 0.7617,
  "elements": ["P", "O", "Ca", "O", "O", "O"],
  "positions_angstrom": [[0.117, 0.101, -0.395], [1.140, 0.727, 0.600], [-0.307, 0.013, 2.210], [0.800, -0.579, -1.580], [-0.729, -1.038, 0.384], [-1.022, 0.776, -1.219]]
}

***

Number 1: F_max 0.072 Eh/bohr. Number 2: F_max 0.082 Eh/bohr. Number 3: F_max 0.157 Eh/bohr. Number 4: F_max 0.049 Eh/bohr. Number 5: F_max 0.098 Eh/bohr. Number 6: F_max 0.080 Eh/bohr.